1.
This record from OMol25 describes a molecular structure, C49H41FNO2S2W at a distorted geometry. The level of theory is wB97M-V/def2-TZVPD.

The HOMO energy is -10.41 eV. The value obtained for the total energy is -83272.56062 eV. Its strongest force on any atom is 0.0238 hartree/bohr. The value obtained for the energy above the lowest of the compared OMol25 structures with the same formula, charge and spin is 0.00 kcal per mole. For the lowest unoccupied orbital energy, the calculation gives -2.9 eV.

```
! RIJCOSX wB97M-V def2-TZVPD def2/J DEFGRID3
* xyz 1 1
W -0.511 0.499 -1.389
C 0.635 -6.356 -4.005
C 0.830 -5.029 -3.328
C 0.167 -4.733 -2.137
C 0.357 -3.526 -1.487
C 1.230 -2.599 -2.044
C 1.907 -2.865 -3.224
C 1.699 -4.081 -3.858
S 1.513 -0.990 -1.337
O 2.771 -0.489 -1.900
C 1.724 -1.316 0.383
C 2.524 -2.384 0.844
C 2.758 -2.478 2.182
C 2.213 -1.530 3.089
C 2.424 -1.651 4.483
C 1.862 -0.759 5.350
C 1.066 0.301 4.866
C 0.855 0.453 3.526
C 1.421 -0.462 2.605
C 1.178 -0.372 1.203
C 0.409 0.784 0.623
C 1.150 2.083 0.727
C 2.512 2.130 0.419
C 3.206 3.323 0.467
C 2.561 4.498 0.849
C 1.226 4.458 1.188
C 0.503 3.260 1.132
C -0.899 3.232 1.508
C -1.642 2.140 1.310
C -1.044 0.935 0.746
S -2.043 -0.519 0.815
O -1.198 -1.339 -0.202
C -1.836 -1.322 2.372
C -2.637 -0.864 3.408
C -2.482 -1.415 4.670
C -1.568 -2.440 4.894
C -1.387 -3.033 6.261
C -0.818 -2.920 3.819
C -0.939 -2.365 2.560
H -0.350 -6.769 -3.792
H 1.378 -7.074 -3.652
H 0.749 -6.269 -5.084
H -0.509 -5.463 -1.708
H -0.166 -3.309 -0.567
H 2.589 -2.131 -3.631
H 2.226 -4.294 -4.780
H 2.941 -3.096 0.144
H 3.366 -3.284 2.574
H 3.036 -2.466 4.850
H 2.030 -0.859 6.415
H 0.628 1.003 5.564
H 0.243 1.269 3.163
H 3.026 1.228 0.111
H 4.255 3.341 0.203
H 3.104 5.432 0.886
H 0.715 5.361 1.501
H -1.339 4.129 1.927
H -2.697 2.123 1.565
H -3.369 -0.082 3.235
H -3.090 -1.053 5.489
H -2.073 -2.593 6.981
H -0.368 -2.868 6.616
H -1.554 -4.111 6.242
H -0.118 -3.732 3.978
H -0.355 -2.735 1.725
C -1.600 4.362 -1.466
C -0.370 4.366 -2.331
C 0.024 5.569 -2.906
C 1.152 5.648 -3.702
C 1.902 4.509 -3.952
C 1.542 3.284 -3.413
C 2.339 2.054 -3.719
C 0.405 3.227 -2.588
N 0.021 1.985 -2.076
H -2.417 4.882 -1.969
H -1.403 4.892 -0.534
H -1.928 3.362 -1.198
H -0.569 6.456 -2.720
H 1.442 6.595 -4.137
H 2.781 4.565 -4.581
H 3.264 2.316 -4.228
H 1.778 1.376 -4.369
H 2.589 1.499 -2.818
F -6.040 0.331 -0.403
C -4.897 0.136 -1.074
C -4.528 -1.190 -1.365
C -3.362 -1.430 -2.029
C -2.550 -0.356 -2.493
C -1.262 -0.584 -3.142
C -2.949 0.953 -2.169
C -4.139 1.200 -1.446
H -5.179 -1.995 -1.046
H -3.045 -2.443 -2.237
H -1.069 0.080 -3.983
H -1.016 -1.614 -3.374
H -2.450 1.795 -2.637
H -4.467 2.209 -1.236
*
```

Mulliken population analysis, charges in e, atoms 1 to 4: atom 1 (W): -0.8554, atom 2 (C): -1.5568, atom 3 (C): 0.9206, atom 4 (C): -1.2124

***

2.
This record from OMol25 describes a molecular structure, C49H42BrGeI2N4O4S2Ti at a distorted geometry. The level of theory is wB97M-V/def2-TZVPD.

The HOMO energy is -10.08 eV. The value obtained for the total energy is -253188.65784 eV. Its strongest force on any atom is 0.0393 hartree/bohr. The value obtained for the energy above the lowest of the compared OMol25 structures with the same formula, charge and spin is 0.00 kcal per mole. For the lowest unoccupied orbital energy, the calculation gives -2.7 eV.

```
! RIJCOSX wB97M-V def2-TZVPD def2/J DEFGRID3
* xyz 1 1
Ti 0.067 -0.075 0.002
O 1.210 2.565 -1.149
S 2.376 2.023 -0.516
O 3.482 1.645 -1.351
N 1.839 0.782 0.438
C 2.839 0.070 1.165
C 4.169 0.409 1.288
C 5.039 -0.327 2.122
C 4.605 -1.406 2.830
C 3.259 -1.816 2.691
C 2.720 -2.935 3.361
C 1.420 -3.289 3.148
C 0.656 -2.545 2.236
N 1.111 -1.488 1.608
C 2.396 -1.093 1.842
C 2.960 3.239 0.624
C 2.303 3.422 1.836
C 2.764 4.397 2.709
C 3.863 5.174 2.363
C 4.510 4.981 1.149
C 4.065 4.004 0.269
H 4.577 1.244 0.740
H 6.074 -0.013 2.197
H 5.270 -1.961 3.482
H 3.354 -3.507 4.030
H 0.974 -4.143 3.642
H -0.352 -2.857 1.996
H 1.453 2.798 2.089
H 2.268 4.549 3.661
H 4.220 5.936 3.047
H 5.368 5.589 0.886
H 4.561 3.819 -0.676
I -2.303 2.141 -3.658
C -0.468 1.183 -3.837
C 0.222 1.230 -5.070
C 1.434 0.617 -5.204
I 2.369 0.688 -7.069
C 2.016 -0.084 -4.113
C 3.268 -0.737 -4.127
C 3.712 -1.380 -3.007
C 2.908 -1.392 -1.859
N 1.734 -0.812 -1.803
C 1.293 -0.145 -2.912
C 0.055 0.513 -2.774
O -0.545 0.420 -1.564
H -0.226 1.748 -5.906
H 3.869 -0.715 -5.026
H 4.670 -1.880 -2.992
H 3.248 -1.895 -0.961
C -6.297 -0.336 -1.104
C -5.134 0.527 -0.684
C -5.246 1.900 -0.509
C -4.139 2.649 -0.148
C -2.949 1.973 0.036
Br -1.384 2.976 0.459
N -2.805 0.670 -0.090
C -3.884 -0.031 -0.456
H -7.247 0.129 -0.841
H -6.249 -1.318 -0.632
H -6.291 -0.490 -2.186
H -6.202 2.392 -0.666
H -4.190 3.723 -0.029
H -3.740 -1.100 -0.567
C -1.551 1.780 3.779
S -1.945 0.324 2.831
C -1.575 -0.850 4.121
O -0.780 0.184 1.857
H -0.533 1.683 4.156
H -2.274 1.838 4.595
H -1.649 2.646 3.130
H -2.171 -0.576 4.995
H -0.508 -0.795 4.337
H -1.853 -1.846 3.779
C 1.026 -3.736 -0.561
Ge -0.444 -2.442 -0.863
C -0.828 -2.484 -2.786
C -2.025 -1.936 -3.251
C -2.306 -1.864 -4.609
C -1.381 -2.336 -5.532
C -0.183 -2.884 -5.087
C 0.088 -2.955 -3.724
C -2.005 -3.363 -0.026
C -2.728 -2.715 0.943
C -3.764 -3.342 1.677
C -4.053 -4.651 1.446
C -3.358 -5.373 0.442
C -3.683 -6.725 0.169
C -3.052 -7.407 -0.827
C -2.057 -6.769 -1.601
C -1.710 -5.474 -1.351
C -2.344 -4.727 -0.317
H 0.649 -4.557 0.050
H 1.874 -3.285 -0.048
H 1.383 -4.153 -1.504
H -2.751 -1.547 -2.544
H -3.239 -1.429 -4.948
H -1.592 -2.282 -6.593
H 0.544 -3.251 -5.802
H 1.036 -3.375 -3.401
H -2.508 -1.676 1.139
H -4.331 -2.783 2.416
H -4.824 -5.157 2.018
H -4.455 -7.205 0.761
H -3.314 -8.437 -1.033
H -1.572 -7.314 -2.403
H -0.953 -4.992 -1.955
*
```

Mulliken population analysis, charges in e, atoms 1 to 4: atom 1 (Ti): -0.7262, atom 2 (O): -0.8687, atom 3 (S): 1.2460, atom 4 (O): -0.6789

***

3.
This record from OMol25 describes a molecular structure, C49H42BrN4O3P2S2Sn. The level of theory is wB97M-V/def2-TZVPD.

The HOMO energy is -9.75 eV. The value obtained for the total energy is -179715.74922 eV. Its strongest force on any atom is 0.0183 hartree/bohr. The value obtained for the energy above the lowest of the compared OMol25 structures with the same formula, charge and spin is 16.90 kcal per mole. For the lowest unoccupied orbital energy, the calculation gives -2.3 eV.

```
! RIJCOSX wB97M-V def2-TZVPD def2/J DEFGRID3
* xyz 1 1
Sn -1.268 -1.759 -0.945
O -6.227 1.850 2.146
C -5.287 1.020 1.682
C -4.195 0.591 2.438
C -3.269 -0.243 1.850
N -3.356 -0.648 0.579
C -4.411 -0.249 -0.118
Br -4.513 -0.896 -1.891
C -5.411 0.560 0.371
H -6.068 2.095 3.063
H -4.068 0.909 3.465
H -2.405 -0.612 2.392
H -6.258 0.851 -0.234
C 6.399 -0.291 -3.162
C 5.077 -0.986 -3.009
C 3.887 -0.261 -2.952
C 2.681 -0.906 -2.745
C 2.663 -2.287 -2.622
C 3.827 -3.034 -2.712
C 5.030 -2.375 -2.905
S 1.153 -3.065 -2.167
O 1.270 -4.488 -2.241
O 0.052 -2.451 -2.927
N 0.816 -2.511 -0.692
C 1.105 -3.133 0.505
C 2.251 -3.894 0.755
C 2.417 -4.422 2.018
C 1.453 -4.176 2.992
C 0.357 -3.410 2.650
N 0.172 -2.897 1.434
H 6.336 0.755 -2.867
H 6.736 -0.330 -4.200
H 7.160 -0.779 -2.554
H 3.921 0.816 -3.058
H 1.745 -0.367 -2.663
H 3.774 -4.111 -2.621
H 5.948 -2.945 -2.965
H 2.971 -4.043 -0.036
H 3.293 -5.012 2.254
H 1.557 -4.576 3.990
H -0.413 -3.183 3.380
S -4.598 -5.252 0.927
C -3.734 -3.840 0.462
N -2.735 -4.007 -0.341
C -2.573 -5.349 -0.657
C -1.595 -5.896 -1.486
C -1.579 -7.262 -1.673
C -2.521 -8.094 -1.062
C -3.507 -7.571 -0.250
C -3.517 -6.195 -0.050
H -4.030 -2.875 0.839
H -0.859 -5.261 -1.956
H -0.823 -7.700 -2.311
H -2.475 -9.163 -1.223
H -4.254 -8.201 0.212
C 1.304 1.977 -1.091
P -0.250 1.034 -0.614
C -0.360 1.324 1.187
C -1.160 2.204 1.901
C -1.055 2.270 3.284
C -0.154 1.468 3.966
C 0.642 0.576 3.262
C 0.525 0.496 1.886
C -1.575 1.817 -1.602
C -1.418 1.618 -2.979
C -2.376 2.055 -3.877
C -3.520 2.688 -3.412
C -3.703 2.855 -2.049
C -2.747 2.409 -1.149
P 2.010 3.675 -0.627
C 2.967 3.398 0.907
C 3.503 4.566 1.464
C 4.353 4.513 2.554
C 4.718 3.283 3.087
C 4.231 2.120 2.514
C 3.366 2.174 1.429
C 0.627 4.746 -0.062
C -0.262 5.154 -1.057
C -1.271 6.063 -0.783
C -1.389 6.604 0.488
C -0.504 6.215 1.482
C 0.498 5.296 1.212
H 1.260 2.021 -2.183
H 2.123 1.288 -0.860
H -1.855 2.857 1.402
H -1.679 2.970 3.826
H -0.078 1.535 5.043
H 1.349 -0.055 3.784
H 1.117 -0.225 1.329
H -0.534 1.107 -3.350
H -2.238 1.894 -4.938
H -4.277 3.026 -4.106
H -4.600 3.334 -1.675
H -2.937 2.522 -0.093
H 3.248 5.524 1.026
H 4.742 5.431 2.975
H 5.392 3.237 3.932
H 4.536 1.158 2.906
H 3.016 1.246 0.996
H -0.150 4.760 -2.062
H -1.959 6.358 -1.565
H -2.152 7.343 0.698
H -0.595 6.629 2.479
H 1.170 5.002 2.004
*
```

Mulliken population analysis, charges in e, atoms 1 to 4: atom 1 (Sn): 1.1113, atom 2 (O): -0.5568, atom 3 (C): 0.8196, atom 4 (C): -0.7324

***

4.
This record from OMol25 describes 4 unconnected molecules or ions with the total composition C49H42BrNO8P. The level of theory is wB97M-V/def2-TZVPD.

The HOMO energy is -11.32 eV. The value obtained for the total energy is -148693.51955 eV. Its strongest force on any atom is 0.0113 hartree/bohr. For the lowest unoccupied orbital energy, the calculation gives -3.3 eV.

```
! RIJCOSX wB97M-V def2-TZVPD def2/J DEFGRID3
* xyz 1 1
C 4.659 -0.399 0.071
C 3.313 -1.044 -0.271
C 2.653 -0.267 -1.434
C 2.222 1.161 -1.028
P 1.310 -1.157 -2.220
N 1.698 -1.900 -3.649
Br 0.582 -2.722 -0.974
O 0.145 -0.186 -2.539
C -1.253 -0.494 -2.856
C -2.187 0.102 -1.832
C -2.057 -0.483 -0.438
O -1.965 1.506 -1.827
H 5.450 -0.799 -0.567
H 4.959 -0.570 1.105
H 4.634 0.679 -0.089
H 3.475 -2.090 -0.549
H 2.635 -1.048 0.588
H 3.395 -0.195 -2.243
H 1.420 1.555 -1.652
H 1.889 1.162 0.012
H 3.079 1.820 -1.133
H 2.657 -2.233 -3.721
H 1.503 -1.300 -4.450
H -1.359 -1.581 -2.906
H -1.420 -0.056 -3.837
H -3.186 -0.120 -2.237
H -2.748 0.019 0.241
H -1.046 -0.328 -0.048
H -2.295 -1.551 -0.432
H -2.801 1.955 -1.617
C 6.425 6.142 -4.044
C 6.176 5.511 -2.831
C 5.666 4.224 -2.810
C 5.400 3.562 -4.004
C 5.645 4.201 -5.222
C 6.160 5.490 -5.237
C 5.356 3.530 -6.521
O 5.573 4.069 -7.581
C 4.785 2.147 -6.467
C 4.488 1.501 -7.662
C 3.980 0.214 -7.647
C 3.770 -0.437 -6.436
C 4.058 0.209 -5.246
C 4.562 1.505 -5.250
C 4.859 2.181 -3.953
O 4.653 1.621 -2.890
H 6.827 7.147 -4.057
H 6.383 6.025 -1.901
H 5.473 3.714 -1.876
H 6.345 5.963 -6.192
H 4.672 2.025 -8.590
H 3.757 -0.289 -8.579
H 3.394 -1.453 -6.434
H 3.919 -0.278 -4.289
C -3.112 2.620 7.889
C -2.224 1.551 7.856
C -1.496 1.286 6.708
C -1.657 2.088 5.584
C -2.555 3.158 5.615
C -3.278 3.422 6.772
C -2.769 4.030 4.424
O -3.540 4.963 4.447
C -1.993 3.703 3.187
C -2.191 4.472 2.045
C -1.483 4.189 0.889
C -0.566 3.142 0.872
C -0.367 2.378 2.008
C -1.082 2.650 3.168
C -0.855 1.788 4.367
O -0.051 0.881 4.335
H -3.676 2.827 8.789
H -2.099 0.925 8.730
H -0.796 0.463 6.662
H -3.965 4.258 6.774
H -2.903 5.285 2.088
H -1.642 4.784 -0.002
H -0.022 2.917 -0.036
H 0.336 1.555 2.030
C -1.371 -6.717 1.098
C -1.139 -5.351 0.970
C -2.066 -4.435 1.430
C -3.244 -4.876 2.020
C -3.477 -6.242 2.158
C -2.538 -7.160 1.698
C -4.734 -6.750 2.791
O -4.929 -7.936 2.923
C -5.727 -5.735 3.248
C -6.915 -6.176 3.819
C -7.854 -5.257 4.258
C -7.611 -3.894 4.131
C -6.431 -3.448 3.561
C -5.485 -4.365 3.116
C -4.231 -3.859 2.497
O -4.008 -2.673 2.370
H -0.643 -7.431 0.735
H -0.225 -4.995 0.512
H -1.903 -3.367 1.351
H -2.746 -8.215 1.818
H -7.081 -7.241 3.911
H -8.778 -5.602 4.702
H -8.346 -3.179 4.479
H -6.220 -2.392 3.453
*
```

Mulliken population analysis, charges in e, atoms 1 to 4: atom 1 (C): -1.1852, atom 2 (C): -0.9251, atom 3 (C): 1.6824, atom 4 (C): -1.7025